Entry from the Open Molecules 2025 dataset: C46H43As2IrN2O8P as an isolated structure (wB97M-V/def2-TZVPD).

Structure (XYZ):
```
103
Properties=species:S:1:pos:R:3
Ir -0.019 -0.141 0.361
N -2.941 -0.714 -0.780
P -1.751 -1.769 -0.139
C -2.143 -3.269 -1.114
C -1.153 -3.932 -1.830
C -1.467 -5.066 -2.567
C -2.771 -5.533 -2.601
C -3.761 -4.882 -1.874
C -3.449 -3.760 -1.126
C -2.343 -2.241 1.520
C -3.666 -2.191 1.946
C -4.005 -2.665 3.203
C -3.029 -3.189 4.038
C -1.703 -3.215 3.630
C -1.358 -2.731 2.379
C -2.743 0.627 -1.010
C -3.769 1.427 -1.529
C -3.540 2.770 -1.722
C -2.296 3.308 -1.396
C -1.335 2.460 -0.903
N -1.543 1.147 -0.722
H -3.796 -1.100 -1.147
H -0.134 -3.568 -1.813
H -0.684 -5.586 -3.104
H -3.021 -6.406 -3.190
H -4.774 -5.262 -1.875
H -4.228 -3.292 -0.537
H -4.427 -1.755 1.310
H -5.035 -2.632 3.534
H -3.298 -3.561 5.017
H -0.942 -3.606 4.293
H -0.320 -2.710 2.065
H -4.727 0.983 -1.764
H -4.321 3.403 -2.120
H -2.078 4.358 -1.525
H -0.354 2.821 -0.631
C -0.005 0.714 2.170
C 0.047 1.622 2.993
C 0.181 2.683 3.903
C 1.548 3.105 4.191
C 1.882 4.433 4.504
C 3.192 4.793 4.769
C 4.209 3.851 4.708
C 3.905 2.544 4.350
C 2.600 2.175 4.088
C -1.019 3.318 4.408
C -1.034 4.115 5.567
C -2.194 4.742 5.983
C -3.380 4.574 5.279
C -3.401 3.734 4.173
C -2.245 3.113 3.745
H 1.116 5.195 4.499
H 3.421 5.822 5.018
H 5.229 4.136 4.928
H 4.695 1.806 4.282
H 2.365 1.152 3.827
H -0.143 4.206 6.170
H -2.179 5.358 6.873
H -4.281 5.080 5.600
H -4.331 3.561 3.646
H -2.263 2.463 2.878
C 2.245 3.506 0.462
O 2.106 2.289 -0.295
C 2.265 2.364 -1.642
O 2.533 3.380 -2.215
C 2.172 0.998 -2.231
C 1.991 0.786 -3.537
As 2.390 -0.822 -4.593
C 0.589 -1.070 -5.351
C 2.282 -2.184 -3.187
C 2.331 -2.021 -1.866
As 2.118 -0.384 -0.868
C 3.841 -0.305 0.030
C 2.556 -3.182 -0.935
O 3.621 -3.701 -0.754
O 1.440 -3.487 -0.254
C 1.518 -4.685 0.539
C 2.292 -3.587 -3.713
O 1.912 -4.554 -3.105
O 2.712 -3.617 -4.979
C 2.847 -4.912 -5.583
C 1.699 1.864 -4.533
O 2.269 1.891 -5.598
O 0.695 2.663 -4.203
C 0.368 3.667 -5.176
H 1.668 3.367 1.372
H 1.886 4.354 -0.117
H 3.295 3.664 0.705
H 0.408 -0.257 -6.053
H -0.182 -1.077 -4.582
H 0.569 -2.008 -5.902
H 4.621 -0.119 -0.705
H 4.029 -1.262 0.516
H 3.828 0.483 0.779
H 2.065 -5.451 -0.007
H 0.494 -5.004 0.715
H 2.027 -4.489 1.482
H 3.281 -4.738 -6.562
H 1.877 -5.398 -5.673
H 3.505 -5.535 -4.979
H -0.411 4.276 -4.729
H 0.013 3.200 -6.094
H 1.244 4.269 -5.405
```

For the max |F|, the calculation gives 0.776 eV/A. The charge is +1. Its spin multiplicity is 5. As for the LUMO energy (alpha / beta): -3.0 / -4.2 eV. The value obtained for the total energy is -201555.82837 eV. As for the HOMO-LUMO gap (alpha / beta): 5.5793 / 6.7373 eV.

Entry from the Open Molecules 2025 dataset: C46H43BN7OP2S2Ti as an isolated structure at a distorted geometry (wB97M-V/def2-TZVPD).

Structure (XYZ):
```
103
Properties=species:S:1:pos:R:3
Ti -0.622 1.107 -1.645
C -4.875 -0.153 -0.659
C -3.569 0.008 -1.380
N -2.585 0.759 -0.855
N -3.036 1.614 0.188
C -2.098 2.282 0.807
S -0.314 2.043 0.496
S -2.617 3.539 1.930
C -2.716 2.599 3.482
C -1.448 2.459 4.292
C -0.701 1.296 4.262
C 0.506 1.189 4.946
C 0.922 2.220 5.768
C 0.156 3.389 5.849
C -0.995 3.525 5.097
C -3.417 -0.692 -2.651
C -4.512 -1.318 -3.316
C -4.316 -1.884 -4.566
C -3.034 -1.936 -5.113
C -1.922 -1.499 -4.442
C -2.122 -0.867 -3.238
O -0.993 -0.559 -2.530
H -4.841 0.438 0.272
H -5.105 -1.204 -0.452
H -5.740 0.229 -1.236
H -3.146 1.609 3.269
H -3.472 3.164 4.041
H -1.066 0.474 3.649
H 1.133 0.317 4.847
H 1.873 2.169 6.288
H 0.499 4.201 6.470
H -1.568 4.460 5.109
H -5.477 -1.283 -2.846
H -5.133 -2.319 -5.144
H -2.920 -2.411 -6.066
H -0.924 -1.661 -4.770
B 1.386 3.666 -2.681
N 1.830 2.216 -3.051
C 2.882 1.825 -3.800
C 2.706 0.493 -4.201
C 1.485 0.097 -3.653
N 0.999 1.091 -2.877
N -0.098 3.692 -3.151
C -0.820 4.643 -3.813
C -2.201 4.363 -3.676
C -2.289 3.195 -2.919
N -1.032 2.829 -2.541
H 1.502 3.952 -1.506
H 2.029 4.549 -3.294
H 3.613 2.559 -4.040
H 3.446 -0.080 -4.725
H 1.024 -0.891 -3.740
H -0.237 5.393 -4.312
H -3.001 4.942 -4.164
H -3.208 2.658 -2.703
N 1.150 -1.228 1.021
P 2.177 -0.028 0.263
C 2.946 0.784 1.647
C 3.516 0.084 2.712
C 4.180 0.767 3.765
C 4.253 2.155 3.727
C 3.657 2.876 2.670
C 2.990 2.192 1.667
C 3.588 -0.852 -0.429
C 3.927 -2.210 -0.281
C 5.098 -2.703 -0.845
C 5.923 -1.850 -1.556
C 5.608 -0.498 -1.729
C 4.451 0.014 -1.129
P -0.511 -1.569 0.610
C -1.206 -2.178 2.141
C -0.600 -3.167 2.966
C -1.209 -3.608 4.136
C -2.452 -3.124 4.507
C -3.120 -2.173 3.708
C -2.478 -1.735 2.551
C -0.482 -3.019 -0.412
C -1.714 -3.697 -0.520
C -1.939 -4.666 -1.488
C -0.912 -4.922 -2.394
C 0.296 -4.259 -2.330
C 0.528 -3.335 -1.342
H 1.369 -1.506 1.989
H 3.526 -0.983 2.717
H 4.782 0.226 4.482
H 4.801 2.649 4.504
H 3.732 3.950 2.611
H 2.531 2.756 0.845
H 3.255 -2.840 0.269
H 5.374 -3.749 -0.744
H 6.841 -2.230 -2.007
H 6.260 0.195 -2.251
H 4.231 1.084 -1.252
H 0.373 -3.582 2.678
H -0.712 -4.373 4.724
H -2.927 -3.525 5.410
H -4.134 -1.850 3.929
H -2.945 -0.964 1.956
H -2.494 -3.469 0.220
H -2.853 -5.262 -1.573
H -1.051 -5.698 -3.131
H 1.070 -4.494 -3.052
H 1.485 -2.875 -1.267
```

For the max |F|, the calculation gives 3.167 eV/A. The charge is +1. As for the LUMO energy (alpha / beta): -4.1 / -4.1 eV. The value obtained for the total energy is -124915.11711 eV. As for the HOMO-LUMO gap (alpha / beta): 6.0078 / 6.0072 eV.